A molecular structure, C4H12KO4, computed with ωB97M-V/def2-TZVPD.

The geometry in XYZ format:
```
21
Properties=species:S:1:pos:R:3:lowdin_charge:R:1
K -1.9910 2.0310 -2.5039 0.972
C 0.2996 -3.4032 -1.5077 -0.217
C 0.0081 -3.6262 -3.0225 -0.170
O 0.0444 -2.3359 -3.7675 -0.117
O -0.4005 -4.4638 -0.8203 -0.081
H -0.0007 -2.4215 -1.1415 0.104
H 1.3668 -3.5275 -1.3237 0.113
H -0.9618 -4.0863 -3.2115 0.117
H 0.8295 -4.2498 -3.3754 0.114
H -0.2942 -2.4231 -4.6616 0.067
H -0.2698 -4.4528 0.1307 0.084
C -0.3122 3.8614 2.8402 -0.203
C -0.1031 2.3624 2.4310 -0.261
O 0.7741 2.2829 1.3511 -0.067
O 0.8767 4.5711 3.3206 -0.063
H -1.0782 4.0375 3.5955 0.115
H -0.7255 4.3294 1.9468 0.103
H -1.0163 1.8515 2.1256 0.111
H 0.2102 1.8178 3.3217 0.118
H 1.5643 2.7211 1.6754 0.085
H 1.1796 5.1242 2.5968 0.078
```

spin multiplicity: 1
energy relative to the best compared isomer or geometry (same formula, charge and spin): 47.2 kcal/mol
highest occupied orbital energy: -12.704 eV
HOMO-LUMO gap: 8.212 eV
charge: +1


A molecular structure, C40H50BIrN11S5, computed with ωB97M-V/def2-TZVPD.

The geometry in XYZ format:
```
108
Properties=species:S:1:pos:R:3:lowdin_charge:R:1
Ir 0.9446 0.1630 -1.1889 0.748
C -3.6323 -1.1695 -2.1795 -0.057
C -4.1120 -1.1607 -0.7368 -0.515
C -4.8564 0.1463 -0.4686 -0.012
C -5.0583 -2.3464 -0.5211 -0.023
N -2.9680 -1.2889 0.2278 0.057
C -3.1583 -1.7393 1.4761 -0.001
C -1.9506 -1.8529 2.1226 -0.039
N -0.9366 -1.4401 1.3436 0.070
B 0.4855 -2.1068 1.7122 -0.545
N 1.4665 -1.1576 2.4239 0.050
C 2.1229 -1.5416 3.5803 -0.014
C 2.5724 -0.4304 4.1928 -0.017
N 2.2205 0.6591 3.4136 0.023
C 1.5631 0.1713 2.3284 -0.607
S 0.9548 1.0737 1.0117 0.795
C 2.1680 2.0716 3.9299 -0.531
C 2.8710 2.1260 5.2818 -0.041
C 2.8744 3.0279 2.9740 -0.045
C 0.6955 2.4485 4.1117 -0.025
N 1.1633 -3.0155 0.6442 0.006
C 0.7832 -4.3310 0.5981 -0.034
C 1.3963 -4.9149 -0.4507 -0.019
N 2.1644 -3.9546 -1.0697 0.022
C 1.9936 -2.7951 -0.3982 -0.633
S 2.7167 -1.2704 -0.8419 0.726
C 2.9186 -4.2990 -2.3328 -0.525
C 3.6450 -5.6276 -2.1016 -0.024
C 1.8732 -4.4164 -3.4425 -0.011
C 3.9635 -3.2588 -2.7188 -0.089
C -1.5470 -0.9317 0.0733 -0.665
S -0.5780 -1.6551 -1.2504 0.757
H -4.5160 -1.1143 -2.8161 0.103
H -3.0905 -2.0793 -2.4277 0.069
H -3.0158 -0.2951 -2.3911 0.060
H -5.7440 0.1794 -1.1003 0.110
H -4.2416 1.0109 -0.7118 0.063
H -5.1753 0.2200 0.5712 0.095
H -5.7915 -2.3487 -1.3262 0.100
H -5.6182 -2.2745 0.4096 0.085
H -4.5239 -3.2959 -0.5486 0.102
H -4.1260 -1.9880 1.8710 0.142
H -1.7892 -2.2659 3.1028 0.140
H 0.1819 -2.8835 2.5704 0.116
H 2.1904 -2.5728 3.8735 0.134
H 3.1079 -0.3245 5.1151 0.123
H 3.9024 1.7791 5.2193 0.096
H 2.3414 1.5609 6.0477 0.094
H 2.8969 3.1664 5.6028 0.102
H 3.9446 2.8211 2.9365 0.087
H 2.7459 4.0415 3.3548 0.100
H 2.4670 2.9861 1.9697 0.030
H 0.1928 1.7285 4.7602 0.097
H 0.1727 2.4945 3.1573 0.042
H 0.6290 3.4304 4.5792 0.102
H 0.1184 -4.7488 1.3316 0.133
H 1.3639 -5.9307 -0.7884 0.129
H 2.9721 -6.4716 -1.9752 0.079
H 4.3025 -5.5662 -1.2346 0.103
H 4.2581 -5.8420 -2.9752 0.098
H 1.1419 -5.1954 -3.2282 0.090
H 2.3668 -4.6635 -4.3818 0.101
H 1.3473 -3.4679 -3.5684 0.080
H 4.6601 -3.0549 -1.9062 0.084
H 3.5232 -2.3239 -3.0487 0.039
H 4.5317 -3.6801 -3.5479 0.097
N 3.9748 1.5989 0.3915 0.095
C 3.6061 1.9895 -0.8441 -0.687
N 2.5542 1.5709 -1.5125 -0.125
C 2.5859 2.0522 -2.8212 -0.324
C 3.5851 2.9175 -3.0962 -0.317
S 4.5824 3.1243 -1.7106 1.125
C 1.6276 1.4842 -3.7662 -0.329
C 1.4664 1.8584 -5.0517 -0.329
S 0.2486 0.9015 -5.8016 1.115
C 0.0192 0.0441 -4.3157 -0.678
N 0.8128 0.4246 -3.3324 -0.064
N -0.9420 -0.8868 -4.2356 0.103
H 3.4892 0.8189 0.8105 0.029
H 4.9276 1.7514 0.6747 0.115
H 3.8212 3.3928 -4.0312 0.088
H 1.9904 2.6264 -5.5912 0.090
H -1.3902 -1.2121 -5.0738 0.113
H -1.0494 -1.3965 -3.3655 -0.036
N -1.4134 0.5152 -0.2806 -0.016
C -2.0325 1.5639 0.1177 -0.253
C -2.8834 1.7192 1.3166 -0.191
C -2.4113 1.2567 2.5442 -0.042
C -3.1509 1.4684 3.6992 -0.054
C -4.3662 2.1324 3.6295 -0.051
C -4.8284 2.6173 2.4120 -0.046
C -4.0808 2.4342 1.2629 -0.055
C -1.7156 2.7806 -0.6676 -0.181
C -1.5125 4.0006 -0.0275 -0.011
C -1.1028 5.1045 -0.7602 -0.050
C -0.9213 5.0030 -2.1307 -0.055
C -1.1465 3.7933 -2.7787 -0.059
C -1.5361 2.6835 -2.0502 -0.036
H -1.4401 0.7842 2.5887 0.080
H -2.7739 1.1258 4.6538 0.111
H -4.9474 2.2928 4.5272 0.115
H -5.7660 3.1544 2.3659 0.118
H -4.4268 2.8404 0.3209 0.129
H -1.6564 4.0794 1.0423 0.124
H -0.9335 6.0487 -0.2607 0.114
H -0.6161 5.8719 -2.6976 0.113
H -1.0279 3.7215 -3.8519 0.108
H -1.7064 1.7330 -2.5430 0.095
```

spin multiplicity: 2
energy relative to the best compared isomer or geometry (same formula, charge and spin): 0.0 kcal/mol
highest occupied orbital energy (alpha / beta): -12.341 / -12.474 eV
HOMO-LUMO gap (alpha / beta): 7.012 / 6.499 eV
charge: +2


A gas-phase ion, C3H6FIN3 (charge +1), computed with ωB97M-V/def2-TZVPD.

The geometry in XYZ format:
```
14
Properties=species:S:1:pos:R:3:lowdin_charge:R:1
C -0.5694 0.9171 -0.0775 0.048
N 0.4691 0.0958 0.5234 -0.198
N -0.1225 -1.0661 1.1457 0.137
C 0.4693 -2.1217 0.7528 -0.052
N 1.4132 -1.8946 -0.2114 -0.081
F 2.4819 -2.6745 -0.4762 0.050
C 1.5097 -0.3918 -0.3935 -0.562
I 3.5081 0.4652 0.0361 0.917
H -0.9295 0.4488 -0.9659 0.117
H -1.1648 0.9712 0.7459 0.088
H -0.1212 1.8358 -0.3775 0.118
H 0.7397 0.6215 1.3386 0.159
H 0.3726 -3.0553 1.1500 0.136
H 1.0020 -0.1570 -1.3602 0.124
```

spin multiplicity: 1
energy relative to the best compared isomer or geometry (same formula, charge and spin): 65.1 kcal/mol
SMILES: C[N@H+]1N=CN(F)[C@@H]1I
highest occupied orbital energy: -14.424 eV
HOMO-LUMO gap: 9.746 eV
charge: +1


A gas-phase ion, C23H38N3S (charge +1), computed with ωB97M-V/def2-TZVPD.

The geometry in XYZ format:
```
65
Properties=species:S:1:pos:R:3:lowdin_charge:R:1
S 5.2687 -4.1082 0.2036 0.712
C 5.5816 -2.4185 -0.4156 -0.551
C 4.2890 -1.6878 -0.7781 -0.263
C 3.7406 -2.0664 -2.1724 -0.089
N 3.1951 -0.9046 -2.9256 -0.077
C 2.3361 -0.1309 -2.2852 0.055
C 1.8317 0.9883 -2.9433 -0.134
C 0.8846 1.9597 -2.3030 -0.112
C 0.1520 1.4337 -1.0496 -0.181
C 0.9586 1.5428 0.2521 -0.192
C 1.2747 2.9741 0.7057 -0.200
C 0.0621 3.9191 0.8241 -0.186
C -1.2320 3.3035 1.4065 -0.190
C -1.0417 2.4135 2.6478 -0.187
C -1.8374 1.0929 2.5473 -0.207
C -3.3235 1.2850 2.1616 -0.187
C -3.6867 0.9055 0.7004 -0.208
C -4.3142 -0.5016 0.5366 -0.144
C -3.2146 -1.5264 0.1572 -0.121
N -3.2175 -2.7126 1.0238 -0.147
C -3.1077 -2.7004 2.3651 -0.099
C -3.1388 -4.0302 2.7383 -0.102
C -3.2774 -4.8060 1.5866 -0.108
C -3.3296 -3.9564 0.5016 -0.096
C 2.2815 1.1488 -4.2233 0.046
C 3.1619 0.2512 -4.8150 -0.034
N 3.6318 -0.7813 -4.1494 0.161
H 4.8973 -3.8695 1.4763 -0.132
H 6.3183 -2.4196 -1.2161 0.080
H 6.0208 -1.8765 0.4227 0.073
H 4.4837 -0.6086 -0.7256 0.117
H 3.5026 -1.8822 -0.0471 0.104
H 4.5541 -2.5040 -2.7463 0.128
H 2.9867 -2.8492 -2.0872 0.140
H 2.0366 -0.3681 -1.2787 0.132
H 1.3884 2.8961 -2.0482 0.132
H 0.1242 2.1849 -3.0555 0.134
H -0.8226 1.9161 -1.0083 0.099
H -0.0585 0.3687 -1.2252 0.112
H 1.9291 1.0612 0.0631 0.094
H 0.5041 0.9408 1.0363 0.095
H 1.7756 2.9099 1.6745 0.110
H 1.9998 3.4179 0.0162 0.102
H 0.3484 4.7725 1.4433 0.113
H -0.1653 4.3288 -0.1662 0.106
H -1.7971 2.8220 0.6104 0.079
H -1.8511 4.1484 1.7198 0.115
H -1.3986 2.8869 3.5641 0.115
H -0.0039 2.1260 2.8314 0.097
H -1.3871 0.3942 1.8339 0.082
H -1.8262 0.5851 3.5162 0.106
H -3.5908 2.3371 2.2938 0.106
H -4.0007 0.7260 2.8116 0.104
H -2.7874 0.9722 0.0780 0.075
H -4.3510 1.6819 0.3108 0.108
H -5.0027 -0.4341 -0.3056 0.106
H -4.8234 -0.7539 1.4634 0.107
H -3.2919 -1.8220 -0.8865 0.117
H -2.2222 -1.0725 0.2618 0.099
H -2.9987 -1.8365 2.9955 0.112
H -3.0774 -4.3729 3.7590 0.093
H -3.3286 -5.8810 1.5154 0.093
H -3.4189 -4.1977 -0.5409 0.112
H 1.9315 1.9843 -4.8189 0.141
H 3.4739 0.4002 -5.8388 0.135
```

spin multiplicity: 1
SMILES: SCCC[n+]1cc(CCCCCCCCCCCCn2cccc2)ccn1
highest occupied orbital energy: -9.885 eV
HOMO-LUMO gap: 5.366 eV
charge: +1


A molecular structure, C7H12KN3O7, computed with ωB97M-V/def2-TZVPD.

The geometry in XYZ format:
```
30
Properties=species:S:1:pos:R:3:lowdin_charge:R:1
K -3.1576 -3.4556 -3.7855 0.960
O -0.4484 -0.3952 -2.0946 0.022
C -0.6752 -1.5782 -1.3871 -0.789
O -1.4419 -2.3994 -1.9240 -0.143
O -0.1089 -1.6550 -0.2786 -0.031
H 0.2213 -0.0209 -1.4955 0.091
C -0.8543 2.6737 -3.1674 0.042
N -1.3749 2.5041 -1.7911 -0.447
O -0.5623 2.3078 -0.9200 0.059
O -2.5800 2.4934 -1.6404 0.073
H 0.1810 2.9754 -3.0962 0.098
H -1.4890 3.3509 -3.7274 0.095
H -0.9622 1.6899 -3.6230 0.092
C -2.0940 0.4060 1.4442 0.047
N -3.4951 0.8931 1.5739 -0.447
O -3.6631 2.0751 1.7806 0.059
O -4.3929 0.0830 1.4431 0.047
H -1.5039 0.8635 2.2275 0.100
H -1.7283 0.6621 0.4549 0.066
H -2.1104 -0.6762 1.5118 0.094
N 2.2708 -1.4689 1.2518 0.015
C 3.5145 -1.9000 0.9000 -0.154
C 4.3902 -1.5256 1.8800 -0.127
C 3.6378 -0.8284 2.8737 -0.125
C 2.3413 -0.7838 2.4389 -0.143
H 1.4826 -1.4066 0.6124 0.084
H 3.6801 -2.3867 -0.0464 0.102
H 5.4409 -1.7527 1.9372 0.080
H 4.0297 -0.3869 3.7755 0.082
H 1.4522 -0.3578 2.8717 0.099
```

spin multiplicity: 1
energy relative to the best compared isomer or geometry (same formula, charge and spin): 0.0 kcal/mol
highest occupied orbital energy: -7.357 eV
HOMO-LUMO gap: 5.829 eV


2 unconnected molecules or ions with the total composition C3H8N2O, computed with ωB97M-V/def2-TZVPD.

The geometry in XYZ format:
```
14
Properties=species:S:1:pos:R:3:lowdin_charge:R:1
C 1.4901 0.6576 0.8032 -0.072
N 0.5357 0.9833 0.0381 -0.094
C -0.4310 1.9370 0.5709 -0.135
H 1.9084 -0.3177 0.5218 0.059
H 1.7596 0.9830 1.8110 0.080
H -1.1256 1.3976 1.2107 0.082
H -0.0054 2.7980 1.0959 0.071
H -1.0108 2.4712 -0.1882 0.070
N 0.0962 -1.5910 -1.2178 0.111
C -1.1320 -1.9682 -0.7798 -0.438
O -2.0543 -1.2593 -0.4605 0.003
H 0.6890 -2.3684 -1.4391 0.083
H 0.4702 -0.6513 -1.2632 0.060
H -1.1900 -3.0717 -0.7030 0.120
```

spin multiplicity: 1
energy relative to the best compared isomer or geometry (same formula, charge and spin): 44.8 kcal/mol
SMILES: C=NC.NC=O
highest occupied orbital energy: -9.656 eV
HOMO-LUMO gap: 10.578 eV